DFT (ωB97M-V/def2-TZVPD) results for a cluster of 8 separate species, C30H51BCl14IO2P2 in total.

Results
Total charge = -1
LUMO level = 1.58 eV
Energy = -238688.405 eV
F_max = 0.190 hartree/bohr
Kohn-Sham gap = 5.23 eV

The geometry in XYZ format:
```
101
Properties=species:S:1:pos:R:3:mulliken_charge:R:1
C -2.112 6.120 -2.407 -0.94
C -2.126 4.702 -2.264 -0.58
C -2.139 3.089 -1.828 2.03
C -1.514 2.214 -3.065 0.07
C 0.010 1.620 -3.178 -0.05
C 0.528 0.740 -4.485 -0.44
C -0.518 0.452 -5.716 0.19
C -2.044 1.059 -5.692 -0.52
C -2.533 1.940 -4.359 -0.31
O -3.555 2.591 -1.809 -0.71
B -3.718 1.438 -0.902 1.34
P -4.252 -0.269 -1.593 -0.15
C -4.578 -1.335 0.005 -0.62
C -2.831 -1.183 -2.487 -0.12
O -2.501 1.453 -0.042 -0.42
C -1.768 2.719 -0.275 -0.94
I -3.101 4.143 0.811 -0.10
P 0.020 2.920 0.364 -0.23
C 0.079 4.026 1.966 -0.48
C -0.525 3.232 3.275 0.09
C 0.808 1.272 0.916 0.48
C 0.348 -0.048 0.061 0.12
H -1.929 7.297 -2.451 0.34
H 0.741 1.805 -2.276 0.25
H 1.634 0.333 -4.442 0.27
H -0.150 -0.209 -6.633 -0.21
H -2.774 0.843 -6.601 0.25
H -3.642 2.346 -4.413 0.27
H -4.696 1.759 -0.288 -0.43
H -4.707 -2.467 -0.270 0.11
H -3.687 -1.253 0.783 0.10
H -5.556 -0.971 0.560 0.23
H -2.861 -2.326 -2.142 0.08
H -2.933 -1.157 -3.655 0.23
H -1.756 -0.801 -2.226 -0.14
H 1.245 4.165 2.181 0.29
H -0.356 5.098 1.796 0.40
H 0.324 2.785 3.969 -0.05
H -1.343 3.840 3.871 0.19
H -1.099 2.281 2.840 -0.27
H 1.984 1.390 0.746 0.17
H 0.678 1.026 2.057 -0.48
H -0.377 0.160 -0.833 -0.32
H -0.170 -0.786 0.831 0.24
H 1.300 -0.616 -0.351 -0.21
Cl 3.311 -3.109 0.309 -0.20
C 3.679 -3.540 -1.380 -0.18
C 3.301 -2.432 -2.350 -0.69
Cl 1.537 -2.217 -2.472 -0.10
H 3.159 -4.474 -1.613 0.32
H 4.756 -3.727 -1.431 0.12
H 3.660 -2.679 -3.354 0.41
H 3.741 -1.473 -2.058 0.31
Cl -2.337 0.147 3.986 -0.09
C -3.836 0.563 4.855 -0.56
C -4.126 2.055 4.817 -0.25
Cl -2.953 2.993 5.775 -0.21
H -3.746 0.195 5.882 0.35
H -4.647 0.014 4.367 0.30
H -5.113 2.252 5.245 0.36
H -4.116 2.442 3.794 0.09
Cl 7.157 -3.540 -0.065 -0.22
C 6.519 -3.008 1.511 -0.35
C 7.553 -3.129 2.620 -0.44
Cl 7.929 -4.827 3.006 -0.19
H 5.622 -3.595 1.730 0.28
H 6.221 -1.962 1.394 0.30
H 7.168 -2.674 3.537 0.30
H 8.488 -2.626 2.356 0.33
Cl 1.004 -1.448 -8.561 -0.20
C -0.326 -2.086 -9.560 -0.48
C -0.612 -1.206 -10.766 -0.41
Cl -1.313 0.365 -10.301 -0.17
H -1.208 -2.195 -8.921 0.34
H -0.021 -3.083 -9.892 0.31
H -1.341 -1.696 -11.419 0.29
H 0.293 -1.014 -11.350 0.30
Cl 1.780 0.403 4.310 -0.10
C 3.461 0.940 4.547 -0.27
C 3.673 2.378 4.101 -0.71
Cl 3.545 2.561 2.334 -0.18
H 4.118 0.250 4.007 0.26
H 3.675 0.847 5.615 0.20
H 4.677 2.711 4.382 0.45
H 2.949 3.055 4.566 0.37
Cl -3.130 -5.325 -0.467 -0.17
C -4.460 -5.963 -1.465 -0.49
C -4.747 -5.082 -2.671 -0.52
Cl -5.447 -3.512 -2.206 -0.13
H -5.342 -6.072 -0.827 0.29
H -4.155 -6.960 -1.798 0.35
H -5.475 -5.572 -3.324 0.35
H -3.841 -4.891 -3.255 0.30
Cl 1.729 0.448 9.090 -0.16
C 3.411 0.986 9.327 -0.52
C 3.622 2.424 8.882 -0.50
Cl 3.494 2.607 7.114 -0.11
H 4.067 0.296 8.787 0.32
H 3.624 0.893 10.396 0.36
H 4.626 2.756 9.162 0.29
H 2.898 3.100 9.346 0.33
```


DFT (ωB97M-V/def2-TZVPD) results for a structure of composition C30H51Br2CaCl3FN6NaO6.

Results
LUMO level = -3.33 eV
Energy = -256378.444 eV
F_max = 0.138 hartree/bohr
Kohn-Sham gap = 1.78 eV

The geometry in XYZ format:
```
101
Properties=species:S:1:pos:R:3:mulliken_charge:R:1
C -2.818 0.357 1.437 -0.78
C -1.775 0.790 0.328 -0.09
C -1.694 -0.189 -0.918 0.11
C -2.252 0.626 -2.172 -1.04
N -3.601 1.197 -1.955 0.35
C -4.718 0.390 -2.502 0.68
N -4.383 -1.045 -2.435 -0.10
C -4.184 -1.705 -3.734 -0.13
C -3.713 -3.201 -3.644 -1.15
N -5.284 0.888 -3.742 -0.07
C -4.346 1.478 -4.689 -0.50
C -4.335 3.081 -4.642 0.21
C -2.863 3.621 -4.748 -1.10
F -5.060 3.608 -3.533 -0.32
C -5.884 0.563 -1.417 -0.76
O -5.624 0.200 -0.191 -0.78
O -7.006 1.061 -1.692 -0.63
H -3.227 -0.645 1.169 0.16
H -2.380 0.336 2.474 0.41
H -3.704 1.062 1.518 -0.25
H -0.768 0.808 0.831 0.25
H -2.013 1.852 0.042 0.30
H -0.623 -0.428 -1.081 -0.35
H -2.356 -1.076 -0.790 0.41
H -2.129 0.064 -3.133 0.05
H -1.545 1.506 -2.257 0.43
H -3.672 2.186 -2.192 0.45
H -5.138 -1.553 -1.966 0.34
H -5.153 -1.710 -4.324 0.23
H -3.451 -1.174 -4.406 0.14
H -2.928 -3.359 -2.867 0.17
H -3.382 -3.507 -4.676 0.37
H -4.588 -3.877 -3.418 0.32
H -5.994 0.297 -4.156 0.35
H -3.296 1.094 -4.654 0.07
H -4.726 1.231 -5.722 0.39
H -4.858 3.459 -5.565 0.36
H -2.869 4.732 -4.906 0.39
H -2.450 3.188 -5.703 0.32
H -2.244 3.325 -3.866 0.18
C -0.104 -3.729 2.101 -1.32
C -0.784 -3.759 0.721 -0.25
O -0.044 -3.204 -0.359 0.05
C 1.183 -3.841 -0.677 -0.11
C 1.017 -5.291 -1.108 -1.48
H 0.244 -2.692 2.377 0.21
H -0.816 -4.080 2.864 0.42
H 0.770 -4.380 2.133 0.32
H -1.701 -3.165 0.788 0.20
H -1.088 -4.781 0.459 0.38
H 1.883 -3.757 0.153 0.26
H 1.615 -3.275 -1.507 0.28
H 0.668 -5.916 -0.283 0.31
H 1.970 -5.697 -1.455 0.41
H 0.282 -5.375 -1.914 0.29
Ca -5.255 2.323 0.243 1.50
C 4.996 0.896 1.712 -1.20
C 4.339 2.126 1.636 -0.23
C 3.256 2.287 0.773 0.74
C 2.841 1.208 -0.004 -0.78
C 3.488 -0.010 0.060 -0.42
C 4.575 -0.165 0.928 -0.33
N 1.700 1.351 -0.884 1.15
O 1.139 2.447 -0.931 -0.70
O 1.351 0.373 -1.518 -0.63
H 5.834 0.771 2.388 0.28
H 4.673 2.958 2.257 0.62
H 2.746 3.253 0.720 0.21
H 3.168 -0.846 -0.545 0.45
H 5.085 -1.118 0.988 0.53
N 1.036 4.810 2.388 0.09
C 2.072 4.536 3.254 -0.57
C 2.365 5.694 3.931 -0.52
C 1.474 6.702 3.463 -0.52
C 0.664 6.127 2.515 -0.58
H 0.616 4.146 1.760 0.20
H 2.520 3.520 3.310 0.60
H 3.133 5.806 4.680 0.45
H 1.431 7.731 3.787 0.39
H -0.139 6.537 1.922 0.38
Br 3.437 2.494 4.489 -0.71
Na 4.591 4.293 0.533 0.92
C 2.575 -4.089 5.537 -0.07
Cl 0.828 -3.966 5.779 -0.14
Cl 3.083 -3.087 4.174 -0.04
Cl 3.439 -3.631 7.016 -0.16
H 2.816 -5.123 5.311 0.30
O -7.303 5.153 -2.296 -0.61
H -6.893 5.294 -1.436 0.24
H -6.597 4.775 -2.838 0.40
Br 1.709 -2.028 1.791 -0.63
N 6.696 -2.898 3.370 0.16
C 7.166 -4.044 2.791 -0.39
C 8.420 -3.787 2.299 -0.56
C 8.721 -2.433 2.598 -0.40
C 7.638 -1.913 3.262 -0.59
H 5.797 -2.795 3.809 0.16
H 6.568 -4.941 2.778 0.39
H 9.052 -4.492 1.783 0.38
H 9.628 -1.901 2.356 0.41
H 7.457 -0.929 3.665 0.45
```


DFT (ωB97M-V/def2-TZVPD) results for a structure of composition C30H52As3F3KN2S4.

Results
Total charge = -1
LUMO level = 2.02 eV
Energy = -285269.978 eV
F_max = 0.004 hartree/bohr
Kohn-Sham gap = 6.01 eV

The geometry in XYZ format:
```
95
Properties=species:S:1:pos:R:3:mulliken_charge:R:1
K -0.754 0.645 0.435 0.97
C -3.403 1.711 1.419 -0.71
C -2.769 1.350 2.628 -0.43
C -2.683 -0.057 2.666 -0.94
C -3.260 -0.561 1.482 -0.48
C -3.705 0.532 0.714 -0.72
H -3.660 2.711 1.096 0.47
H -2.453 2.029 3.410 0.61
H -2.269 -0.648 3.474 0.39
H -3.364 -1.607 1.220 0.41
H -4.209 0.484 -0.242 0.45
C 0.787 -1.246 -2.874 -0.20
C 0.490 -2.639 -2.320 -1.06
S -0.367 -2.643 -0.721 0.03
C -1.775 -3.732 -1.058 -0.98
C -2.695 -3.358 -2.218 -0.84
S -3.428 -1.717 -2.013 -0.03
C -3.160 -0.963 -3.633 -0.59
C -1.722 -0.919 -4.140 -1.06
S -0.590 -0.088 -3.000 0.09
H 1.479 -0.718 -2.218 -0.49
H 1.280 -1.349 -3.844 0.58
H -0.105 -3.218 -3.027 0.61
H 1.441 -3.167 -2.211 0.58
H -1.417 -4.755 -1.199 0.44
H -2.336 -3.712 -0.121 0.39
H -2.156 -3.394 -3.164 0.32
H -3.483 -4.111 -2.280 0.52
H -3.789 -1.441 -4.387 0.47
H -3.518 0.060 -3.498 0.14
H -1.337 -1.920 -4.336 0.45
H -1.713 -0.381 -5.090 0.51
C 0.782 0.370 5.061 -1.47
As 1.164 0.895 3.203 0.43
C 0.732 2.788 3.456 -0.94
C 3.115 1.194 3.336 -1.46
C 4.071 0.005 3.131 3.28
C 3.586 -1.251 3.852 -1.91
C 4.264 -0.293 1.633 -2.22
As 2.812 -1.056 0.523 0.90
C 3.178 -2.969 0.882 -1.38
C 3.923 -1.007 -1.100 -1.29
C 5.474 0.427 3.627 -2.00
As 6.041 0.679 5.510 0.30
C 6.149 -1.198 6.096 -1.14
C 4.437 1.151 6.544 -1.01
H 1.313 1.012 5.767 0.37
H 1.050 -0.671 5.238 0.39
H -0.292 0.479 5.216 0.46
H 1.229 3.174 4.349 0.54
H -0.347 2.892 3.557 0.15
H 1.057 3.345 2.579 0.17
H 3.287 1.653 4.310 0.28
H 3.328 1.949 2.574 0.34
H 2.622 -1.572 3.450 0.28
H 3.456 -1.079 4.920 0.04
H 4.294 -2.073 3.719 0.44
H 5.098 -0.994 1.515 0.67
H 4.524 0.632 1.112 0.42
H 4.251 -3.173 0.906 0.41
H 2.717 -3.558 0.088 0.36
H 2.730 -3.278 1.825 0.36
H 4.949 -1.295 -0.865 0.48
H 3.904 0.004 -1.506 0.25
H 3.526 -1.703 -1.840 0.38
H 5.735 1.367 3.133 0.46
H 6.213 -0.304 3.278 0.59
H 6.827 -1.736 5.433 0.32
H 5.184 -1.699 6.103 0.31
H 6.571 -1.218 7.101 0.39
H 4.148 2.182 6.345 0.30
H 4.717 1.075 7.596 0.45
H 3.588 0.497 6.357 0.14
N -0.564 3.110 -2.079 -0.01
C -1.820 3.550 -2.061 0.12
S -2.986 3.016 -3.155 -0.46
N -2.150 4.459 -1.104 -0.12
C -1.286 5.044 -0.144 0.06
C -1.661 5.054 1.195 -0.13
C -0.843 5.655 2.139 -0.66
C 0.363 6.226 1.762 -0.50
C 0.739 6.210 0.427 -0.46
C -0.088 5.641 -0.528 -0.09
H -0.319 2.408 -2.758 0.28
H 0.108 3.308 -1.350 -0.01
H -3.142 4.596 -1.004 0.30
H -2.578 4.564 1.495 0.20
H -1.140 5.647 3.180 0.35
H 1.013 6.668 2.506 0.39
H 1.683 6.642 0.121 0.38
H 0.198 5.649 -1.571 0.46
F 1.736 1.452 -1.476 -0.31
C 2.334 2.077 -0.327 -0.36
F 1.098 2.532 0.320 0.13
F 2.745 3.279 -0.890 -0.32
```


DFT (ωB97M-V/def2-TZVPD) results for a cluster of 2 separate species, C30H52BClFI2N2O10 in total.

Results
Total charge = +1
LUMO level = -2.33 eV
Energy = -87520.431 eV
ΔE to the lowest compared entry with this formula, charge and spin = 0.00 kJ/mol
F_max = 0.023 hartree/bohr
Kohn-Sham gap = 9.44 eV

The geometry in XYZ format:
```
99
Properties=species:S:1:pos:R:3:mulliken_charge:R:1
C -1.836 -5.241 -4.034 -1.24
C -0.814 -4.130 -4.007 -0.23
O -0.652 -3.677 -2.661 -0.35
C 0.397 -2.761 -2.518 -1.45
C 0.217 -2.108 -1.148 0.32
N 0.641 -0.676 -1.128 1.38
C 1.994 -0.444 -0.431 1.07
C 3.016 -0.904 -1.500 -1.23
C 4.480 -0.594 -1.155 -1.13
C 5.031 0.544 -2.023 -0.93
I 6.554 1.633 -1.005 0.06
C 2.391 -1.254 0.842 -1.65
C 1.454 -1.765 1.940 -0.75
C 1.434 -0.888 3.184 -0.97
O 0.757 -1.588 4.187 -0.34
C 1.138 -1.259 5.523 -0.81
C 2.142 1.036 -0.136 -1.90
C 1.621 1.812 -1.314 -0.27
Cl 2.334 3.423 -1.495 -0.06
C 0.072 1.794 -1.517 2.64
C -0.047 1.958 -3.073 -1.67
C -1.020 2.920 -3.787 -1.97
C -2.540 2.859 -3.759 -0.64
C -3.117 1.751 -4.588 0.61
O -2.456 1.047 -5.321 -0.61
O -4.457 1.714 -4.515 -0.39
C -5.085 0.413 -4.500 -0.15
C -5.995 0.290 -3.295 -0.90
C -0.615 3.023 -0.863 -1.68
C -0.521 3.431 0.610 0.15
C 0.725 3.989 1.219 -1.51
N -1.561 3.478 1.352 -0.79
C -0.483 0.387 -0.974 -0.25
C -1.111 0.474 0.427 -0.10
C -1.925 -0.648 1.086 -0.77
O -1.879 -0.782 2.267 -0.47
I -3.385 -1.918 0.107 0.08
B -1.713 0.019 -1.964 1.64
O -2.955 0.522 -1.765 -0.43
O -1.520 -0.814 -3.036 -1.79
H -1.750 -5.827 -3.127 0.32
H -2.847 -4.853 -4.098 0.29
H -1.661 -5.869 -4.899 0.37
H 0.148 -4.499 -4.365 0.41
H -1.110 -3.294 -4.642 0.28
H 1.368 -3.256 -2.584 0.79
H 0.356 -2.025 -3.323 0.35
H -0.795 -2.250 -0.803 -0.36
H 0.826 -2.685 -0.463 0.78
H 0.876 -0.510 -2.109 0.47
H 2.797 -0.464 -2.474 0.75
H 2.904 -1.981 -1.587 0.58
H 4.608 -0.299 -0.123 0.44
H 5.087 -1.471 -1.348 0.42
H 5.454 0.174 -2.948 0.59
H 4.270 1.275 -2.266 0.19
H 3.118 -0.635 1.360 0.51
H 2.969 -2.110 0.510 0.68
H 1.892 -2.690 2.306 0.46
H 0.461 -2.048 1.627 0.24
H 0.962 0.084 3.008 0.28
H 2.474 -0.756 3.491 0.72
H 0.235 -1.179 6.116 0.27
H 1.681 -0.319 5.552 0.37
H 1.728 -2.061 5.953 0.29
H 1.677 1.299 0.808 0.00
H 3.199 1.247 -0.018 0.94
H 2.017 1.296 -2.182 1.26
H 0.892 2.424 -3.360 0.43
H 0.035 0.998 -3.583 0.60
H -0.760 2.827 -4.837 0.76
H -0.721 3.934 -3.541 0.51
H -3.027 2.916 -2.795 0.11
H -2.883 3.761 -4.271 0.64
H -4.323 -0.357 -4.525 0.09
H -5.676 0.338 -5.405 0.45
H -6.033 -0.743 -2.965 0.27
H -5.620 0.886 -2.472 0.17
H -6.996 0.633 -3.523 0.37
H -1.683 2.938 -1.047 -0.15
H -0.320 3.897 -1.433 1.01
H 0.484 4.375 2.199 0.43
H 1.077 4.817 0.610 0.34
H 1.555 3.297 1.282 0.32
H -2.407 3.188 0.857 0.27
H -1.810 1.298 0.414 0.32
H -0.391 0.762 1.182 0.27
H -3.016 1.369 -1.319 0.38
H -2.007 -1.645 -2.929 0.18
C 0.536 0.475 9.526 -0.44
C 1.117 -0.087 10.808 0.29
O 1.287 -1.456 10.482 -0.32
C 1.458 -1.555 9.139 0.64
O 1.859 -2.510 8.571 -0.46
O 1.110 -0.389 8.536 -0.27
F 0.267 0.027 11.852 -0.28
H -0.550 0.375 9.513 0.28
H 0.810 1.509 9.338 0.27
H 2.082 0.334 11.092 0.28
```